ORCA calculation (ωB97M-V/def2-TZVPD) on 6 unconnected molecules or ions with the total composition H12O5S.

```
18
Properties=species:S:1:pos:R:3:forces:R:3
S -0.7909 -3.7926 -1.5632 0.5 -0.6 0.9
O 0.4243 0.8063 -2.9662 0.0 -0.1 0.2
O -1.1686 3.2937 1.0888 0.8 0.0 0.6
O 1.4338 -0.8111 1.8958 -0.9 -0.6 -0.3
O 1.4789 2.7947 2.8126 -1.2 0.7 0.3
O -0.7072 0.6630 -0.2617 0.3 -1.2 0.5
H 1.0090 3.5079 3.2964 0.8 -0.4 0.0
H -0.5310 0.7673 0.6741 -0.1 0.8 0.6
H -0.5309 0.8372 -2.7869 0.7 0.0 0.2
H -0.5027 -0.2917 -0.2383 -0.2 0.2 -0.9
H 0.0372 -4.3500 -0.6008 -0.7 0.5 -0.8
H 0.1035 -2.8577 -1.8732 0.2 0.1 -0.1
H 0.9404 -0.5880 2.7000 0.8 0.3 -0.3
H 0.8739 0.7911 -2.1015 -0.7 0.1 -0.5
H 0.7599 2.6110 2.1893 0.3 -0.2 -0.3
H -2.0922 3.5251 1.1751 -0.2 -0.2 -0.4
H 2.2255 -0.2864 1.7798 0.0 0.4 0.6
H -0.9985 2.8141 0.2739 -0.5 0.1 -0.2
```
Positions in Å, forces in eV/Å.

Results
LUMO energy ... 0.0088 hartree
E_HOMO ... -9.88 eV
Gap between HOMO and LUMO ... 10.11 eV
SMILES ... O.O.O.O.O.S
Electronic energy ... -781.55509 Eh
Strongest force on any atom ... 1.39 eV/Å



ORCA calculation (ωB97M-V/def2-TZVPD) on 6 unconnected molecules or ions with the total composition H12O5S2.

```
19
Properties=species:S:1:pos:R:3:forces:R:3
S -2.0598 -1.0894 2.0648 -0.2 0.1 0.5
S -2.9312 -2.7163 1.0404 0.6 0.1 0.0
O 1.4726 -1.2327 1.1375 -0.3 0.2 -0.2
O -2.3967 1.7606 -2.4561 0.2 -0.2 0.0
O 0.4048 -1.2334 -1.5005 -0.2 -0.4 0.0
O -0.1464 1.5031 -0.4463 0.2 0.0 0.7
O 3.3020 1.8174 0.6091 0.2 -0.7 -0.4
H 1.5623 -1.8347 1.8794 0.2 0.1 0.1
H -0.3573 0.7735 0.1516 -0.2 -0.2 -0.3
H 2.1906 -0.5904 1.1539 0.1 -0.1 0.3
H 0.5144 -1.3531 -0.5478 0.2 -0.1 -0.1
H 0.0061 2.2070 0.2008 0.0 0.2 -0.5
H -4.1767 -2.2753 1.2365 0.0 0.2 -0.1
H 2.9777 1.2831 -0.1329 -0.2 0.4 0.1
H -2.7379 0.8950 -2.7044 0.0 0.1 0.0
H 4.2609 1.7216 0.5118 -0.2 0.2 0.2
H -1.5527 1.5593 -2.0232 -0.2 0.2 0.1
H 0.5340 -0.2976 -1.6384 0.0 0.4 -0.1
H -0.8665 -0.8978 1.4639 -0.3 -0.5 -0.4
```
Positions in Å, forces in eV/Å.

Results
LUMO energy ... -0.0047 hartree
E_HOMO ... -8.91 eV
Gap between HOMO and LUMO ... 8.78 eV
SMILES ... SS.O.O.O.O.O
Electronic energy ... -1179.74304 Eh
Strongest force on any atom ... 0.80 eV/Å